A structure of composition C32H60BaN2OP3. Source: the OMol25 dataset; level of theory: wB97M-V/def2-TZVPD.

Output
- E_HOMO (alpha / beta) (eV) = -7.27 / -7.27
- gap between HOMO and LUMO (alpha / beta) (eV) = 4.5982 / 4.5989
- strongest force on any atom (Eh/bohr) = 0.1121
- energy relative to the best compared isomer or geometry (same formula, charge and spin) (kcal/mol) = 118.9

Structure (ORCA input):
```
! RIJCOSX wB97M-V def2-TZVPD def2/J DEFGRID3
* xyz 1 1
C -2.261 1.414 -1.572
C -1.786 -0.892 -1.638
C -3.221 1.286 -2.571
C -2.754 -1.042 -2.662
C -3.497 0.034 -3.106
H -3.754 2.178 -2.893
H -2.881 -2.021 -3.115
H -4.296 -0.076 -3.834
N -1.601 0.352 -1.046
P -1.045 3.387 0.301
P 0.009 -3.047 -0.316
C -1.948 2.898 -1.239
H -1.412 3.309 -2.118
H -2.903 3.454 -1.234
C -1.063 -2.139 -1.373
H -1.745 -2.970 -1.635
C 0.532 -4.584 -1.335
C -0.676 -3.455 1.460
C 0.468 4.515 -0.226
C -2.438 4.192 1.345
C 2.068 -4.494 -1.423
H 2.520 -4.615 -0.429
H 2.445 -5.308 -2.060
H 2.406 -3.537 -1.841
C 0.153 -5.936 -0.697
H 0.600 -6.103 0.288
H -0.934 -6.074 -0.637
H 0.539 -6.730 -1.355
C -0.110 -4.583 -2.734
H 0.515 -5.160 -3.431
H -1.099 -5.057 -2.724
H -0.229 -3.580 -3.142
C 0.420 -4.213 2.234
H 1.335 -3.609 2.340
H 0.053 -4.461 3.243
H 0.700 -5.158 1.755
C -0.978 -2.143 2.214
H -0.033 -1.632 2.483
H -1.673 -1.479 1.668
H -1.462 -2.381 3.169
C -1.964 -4.276 1.350
H -1.783 -5.306 1.024
H -2.437 -4.337 2.341
H -2.695 -3.818 0.671
C -1.897 4.499 2.758
H -2.706 4.942 3.362
H -1.556 3.590 3.278
H -1.064 5.215 2.747
C -3.610 3.193 1.472
H -4.080 2.970 0.505
H -3.302 2.243 1.937
H -4.384 3.641 2.117
C -2.938 5.480 0.681
H -3.775 5.880 1.276
H -2.166 6.255 0.649
H -3.304 5.311 -0.339
C 0.746 4.389 -1.732
H -0.021 4.897 -2.334
H 1.710 4.869 -1.965
H 0.819 3.342 -2.058
C 1.691 4.012 0.576
H 2.006 2.993 0.284
H 2.555 4.667 0.377
H 1.517 4.026 1.665
C 0.215 5.987 0.110
H -0.585 6.414 -0.506
H -0.013 6.148 1.173
H 1.129 6.563 -0.111
Ba 0.062 0.638 1.260
C -1.425 0.270 4.128
O -1.982 0.118 5.123
N 1.253 -0.980 -0.375
C 0.919 -1.354 -1.504
C 1.442 -0.865 -2.908
C 0.961 -1.733 -4.041
C 0.928 0.555 -3.079
C 2.971 -0.836 -2.893
H 1.375 -2.743 -3.985
H -0.131 -1.772 -4.061
H 1.287 -1.318 -5.004
H 1.232 1.165 -2.217
H 1.321 0.999 -4.002
H -0.165 0.566 -3.116
H 3.344 -0.295 -3.777
H 3.330 -0.331 -1.987
H 3.393 -1.851 -2.912
C 2.662 -1.274 4.556
P 2.453 -0.248 3.058
C 3.370 1.257 3.567
C 3.708 -1.015 1.961
H 1.960 -0.927 5.328
H 3.692 -1.190 4.934
H 2.437 -2.325 4.325
H 4.359 0.963 3.947
H 3.491 1.941 2.713
H 2.810 1.782 4.354
H 4.708 -0.925 2.407
H 3.467 -2.075 1.803
H 3.693 -0.526 0.976
*
```

A structure of composition C35H38N5O6PSSe2Sr. Source: the OMol25 dataset; level of theory: wB97M-V/def2-TZVPD.

Output
- E_HOMO (eV) = -1.70
- gap between HOMO and LUMO (eV) = 5.6017
- strongest force on any atom (Eh/bohr) = 0.0110
- energy relative to the best compared isomer or geometry (same formula, charge and spin) (kcal/mol) = 25.6

Structure (ORCA input):
```
! RIJCOSX wB97M-V def2-TZVPD def2/J DEFGRID3
* xyz -2 1
Sr -0.757 -2.127 -0.533
N -4.007 -0.414 2.988
C -3.735 -1.447 1.991
C -2.361 -2.129 2.115
O -1.536 -1.518 2.866
N -2.068 -3.216 1.456
C -3.099 -3.741 0.553
C -2.514 -4.824 -0.371
O -3.023 -5.947 -0.372
O -1.525 -4.436 -1.086
H -3.185 0.182 3.025
H -4.025 -0.859 3.901
H -3.796 -0.991 0.994
H -4.530 -2.193 2.022
H -3.509 -2.957 -0.108
H -3.945 -4.175 1.095
O -0.352 2.959 -4.136
C -0.364 1.765 -4.919
C -0.673 0.531 -4.054
C -0.556 -0.624 -5.065
O -1.058 -1.870 -4.659
C -2.116 0.710 -3.536
Se -2.815 -0.310 -1.994
C 0.368 0.484 -2.913
Se 1.340 -1.218 -2.564
H 0.259 3.580 -4.537
H 0.613 1.619 -5.398
H -1.125 1.855 -5.705
H 0.501 -0.709 -5.358
H -1.132 -0.351 -5.958
H -0.483 -2.159 -3.928
H -2.800 0.513 -4.367
H -2.233 1.758 -3.258
H -0.131 0.781 -1.990
H 1.145 1.227 -3.098
O 1.023 -1.350 3.439
N 0.912 0.017 3.213
C -0.040 0.564 3.851
C -0.358 1.986 3.673
C -0.805 2.672 4.805
C -1.126 4.015 4.753
C -1.020 4.687 3.544
C -0.612 4.009 2.408
C -0.276 2.651 2.437
P 0.144 1.754 0.868
C -0.532 2.953 -0.346
C -1.862 2.766 -0.718
C -2.469 3.632 -1.616
C -1.753 4.689 -2.156
C -0.421 4.869 -1.809
C 0.189 4.001 -0.916
C 1.938 2.119 0.733
C 2.634 2.986 1.571
C 3.989 3.220 1.378
C 4.663 2.594 0.336
C 3.977 1.725 -0.501
C 2.626 1.483 -0.301
H 0.073 -1.702 3.335
H -0.652 -0.015 4.540
H -0.893 2.127 5.738
H -1.465 4.530 5.643
H -1.274 5.738 3.476
H -0.570 4.544 1.469
H -2.413 1.908 -0.351
H -3.493 3.448 -1.915
H -2.221 5.352 -2.874
H 0.152 5.677 -2.250
H 1.233 4.141 -0.661
H 2.119 3.479 2.387
H 4.519 3.892 2.043
H 5.721 2.775 0.186
H 4.490 1.210 -1.304
H 2.123 0.767 -0.946
N 2.902 -1.233 1.001
C 2.807 -2.579 0.893
N 1.755 -3.233 0.524
C 2.033 -4.599 0.442
C 1.126 -5.586 0.063
C 1.550 -6.904 0.039
C 2.854 -7.259 0.383
C 3.768 -6.287 0.756
C 3.344 -4.967 0.779
S 4.252 -3.542 1.194
H 2.030 -0.752 1.170
H 3.633 -0.885 1.599
H 0.114 -5.320 -0.226
H 0.844 -7.670 -0.258
H 3.159 -8.298 0.356
H 4.785 -6.549 1.021
*
```

A structure of composition C57H57N16ORbS2. Source: the OMol25 dataset; level of theory: wB97M-V/def2-TZVPD.

Output
- E_HOMO (eV) = -1.75
- gap between HOMO and LUMO (eV) = 5.1006
- strongest force on any atom (Eh/bohr) = 0.0101
- energy relative to the best compared isomer or geometry (same formula, charge and spin) (kcal/mol) = 0.0

Structure (ORCA input):
```
! RIJCOSX wB97M-V def2-TZVPD def2/J DEFGRID3
* xyz -2 1
Rb -1.417 -0.951 0.590
C -7.518 -3.841 -2.911
C -6.619 -2.664 -2.627
C -6.190 -1.804 -3.631
C -5.304 -0.778 -3.356
C -4.762 -0.543 -2.072
N -3.728 0.305 -1.879
C -3.680 1.520 -2.418
C -4.805 2.386 -2.534
C -4.700 3.689 -2.977
C -3.480 4.252 -3.354
C -3.360 5.684 -3.806
C -2.372 3.416 -3.294
C -2.457 2.105 -2.861
N -1.288 1.292 -3.016
C -0.685 1.045 -4.200
C 0.394 0.231 -3.954
C 0.356 0.026 -2.562
N -0.656 0.672 -2.004
C -5.321 -1.350 -1.033
C -6.181 -2.396 -1.335
N -5.061 -1.079 0.350
C -5.633 -1.675 1.435
C -5.197 -1.013 2.549
C -4.351 -0.003 2.046
N -4.278 -0.050 0.731
H -7.801 -3.863 -3.965
H -8.437 -3.804 -2.320
H -7.026 -4.790 -2.683
H -6.532 -1.956 -4.651
H -4.949 -0.139 -4.157
H -5.769 1.989 -2.236
H -5.597 4.302 -3.020
H -4.333 6.178 -3.781
H -2.976 5.764 -4.828
H -2.685 6.259 -3.164
H -1.400 3.786 -3.614
H -1.093 1.445 -5.113
H 1.096 -0.165 -4.669
H 1.020 -0.564 -1.945
H -6.547 -3.027 -0.534
H -6.293 -2.518 1.349
H -5.426 -1.243 3.575
H -3.780 0.739 2.577
C 3.378 -3.201 4.244
S 3.679 -3.813 2.578
C 2.305 -3.089 1.662
S 1.630 -1.585 2.078
N 2.042 -3.833 0.626
N 0.924 -3.500 -0.064
C 0.959 -3.472 -1.330
C -0.305 -3.363 -2.090
C -0.271 -3.171 -3.468
C -1.462 -3.054 -4.165
C -2.656 -3.164 -3.474
C -2.592 -3.388 -2.104
N -1.459 -3.481 -1.419
H 4.339 -3.123 4.753
H 2.717 -3.873 4.787
H 2.916 -2.216 4.166
H 1.894 -3.551 -1.893
H 0.684 -3.086 -3.972
H -1.456 -2.868 -5.233
H -3.615 -3.060 -3.962
H -3.506 -3.498 -1.530
C -1.251 0.790 5.872
C -1.356 0.792 4.373
N -1.307 -0.272 3.644
N -1.068 -1.447 4.246
C -1.445 -2.498 3.491
O -2.262 -2.508 2.556
C -0.834 -3.798 3.939
C -0.517 -4.746 2.971
C 0.047 -5.959 3.340
C 0.263 -6.251 4.681
C -0.062 -5.310 5.651
C -0.592 -4.081 5.279
C -1.572 2.065 3.657
C -1.767 3.259 4.365
C -2.061 4.423 3.677
C -2.150 4.392 2.295
C -1.899 3.179 1.664
N -1.607 2.056 2.309
H -1.111 -0.238 6.199
H -2.154 1.193 6.342
H -0.402 1.387 6.221
H -0.687 -4.504 1.928
H 0.328 -6.673 2.576
H 0.694 -7.203 4.969
H 0.107 -5.530 6.699
H -0.821 -3.323 6.017
H -1.698 3.265 5.444
H -2.220 5.349 4.219
H -2.394 5.270 1.713
H -1.921 3.114 0.582
N 0.268 3.485 -0.731
C 1.576 4.035 -0.400
C 1.742 4.244 1.107
C 2.308 3.023 1.822
N 1.533 1.825 1.527
H 0.214 2.523 -0.408
H 0.131 3.448 -1.734
H 1.668 5.001 -0.906
H 2.409 3.404 -0.755
H 0.768 4.505 1.531
H 2.416 5.090 1.284
H 2.380 3.235 2.900
H 3.333 2.860 1.469
H 0.606 1.884 1.942
H 1.962 0.996 1.928
N 7.277 2.074 -1.066
C 8.616 2.320 -1.272
C 9.383 3.479 -1.217
C 10.731 3.347 -1.495
C 11.294 2.100 -1.812
C 10.523 0.954 -1.859
C 9.160 1.068 -1.588
N 8.173 0.096 -1.572
C 7.076 0.731 -1.259
C 5.742 0.120 -1.123
C 5.595 -1.254 -1.247
C 4.323 -1.797 -1.115
N 3.238 -1.067 -0.884
C 3.382 0.248 -0.760
C 4.610 0.884 -0.867
H 6.573 2.741 -0.809
H 8.951 4.439 -0.966
H 11.366 4.223 -1.466
H 12.355 2.038 -2.019
H 10.951 -0.011 -2.094
H 6.458 -1.877 -1.436
H 4.172 -2.870 -1.165
H 2.484 0.818 -0.539
H 4.647 1.961 -0.752
*
```

The molecule C16H32O. Source: the OMol25 dataset; level of theory: wB97M-V/def2-TZVPD.

Output
- E_HOMO (eV) = -9.77
- gap between HOMO and LUMO (eV) = 10.7117
- strongest force on any atom (Eh/bohr) = 0.0100
- energy relative to the best compared isomer or geometry (same formula, charge and spin) (kcal/mol) = 4.0

Structure (ORCA input):
```
! RIJCOSX wB97M-V def2-TZVPD def2/J DEFGRID3
* xyz 0 1
C -5.756 -2.401 -0.790
C -6.607 -1.784 0.313
C -6.356 -0.289 0.523
C -4.939 0.046 1.010
C -4.016 0.536 -0.105
C -2.599 0.790 0.402
C -1.687 1.318 -0.703
C -0.266 1.626 -0.227
C 0.555 0.368 0.052
C 1.954 0.661 0.598
C 2.875 1.321 -0.425
C 4.278 1.604 0.118
C 5.094 0.367 0.493
C 5.358 -0.566 -0.689
C 6.329 -1.682 -0.306
C 7.697 -1.152 0.006
O 8.395 -1.507 0.912
H -6.037 -3.441 -0.943
H -5.901 -1.867 -1.727
H -4.702 -2.372 -0.531
H -7.662 -1.924 0.065
H -6.419 -2.312 1.251
H -7.082 0.067 1.258
H -6.554 0.242 -0.411
H -4.993 0.825 1.773
H -4.500 -0.836 1.483
H -3.982 -0.198 -0.911
H -4.421 1.463 -0.521
H -2.195 -0.141 0.804
H -2.631 1.516 1.218
H -1.643 0.590 -1.517
H -2.127 2.234 -1.107
H -0.314 2.235 0.679
H 0.234 2.216 -0.997
H 0.026 -0.247 0.782
H 0.643 -0.214 -0.869
H 2.395 -0.284 0.921
H 1.870 1.305 1.477
H 2.442 2.274 -0.733
H 2.941 0.691 -1.314
H 4.188 2.239 1.002
H 4.832 2.170 -0.636
H 6.055 0.700 0.896
H 4.589 -0.187 1.286
H 5.774 0.009 -1.519
H 4.422 -1.013 -1.025
H 5.956 -2.253 0.546
H 6.446 -2.368 -1.152
H 8.042 -0.378 -0.711
*
```

The ion C15H29ClFN2O5P2S with charge +1. Source: the OMol25 dataset; level of theory: wB97M-V/def2-TZVPD.

Output
- E_HOMO (eV) = -12.57
- gap between HOMO and LUMO (eV) = 8.0046
- strongest force on any atom (Eh/bohr) = 0.0187

Structure (ORCA input):
```
! RIJCOSX wB97M-V def2-TZVPD def2/J DEFGRID3
* xyz 1 1
C 5.037 1.708 -0.506
C 4.432 0.680 -1.408
O 4.542 0.644 -2.592
O 3.740 -0.255 -0.722
C 3.077 -1.255 -1.505
C 1.895 -0.727 -2.316
C 0.954 0.281 -1.633
C -0.289 -0.279 -0.905
C -1.148 -1.000 -1.995
C -2.643 -1.361 -1.834
C -2.981 -2.749 -1.318
F -2.174 -3.714 -1.902
C -1.121 0.870 -0.235
O -2.093 1.444 -1.065
C -0.329 1.987 0.475
C -0.937 2.485 1.792
C -2.295 3.180 1.620
O 0.079 3.367 2.285
N -1.840 0.080 0.797
C -1.217 -0.988 1.167
P -1.890 -1.904 2.649
N -2.176 -0.925 3.813
C 0.003 -1.202 0.358
S 0.343 -2.949 -0.033
P 1.530 -0.430 1.403
O 0.654 -0.008 2.722
Cl 2.446 -2.070 2.162
H 4.803 2.699 -0.892
H 6.119 1.567 -0.500
H 4.667 1.612 0.513
H 3.797 -1.697 -2.199
H 2.800 -2.040 -0.797
H 2.320 -0.230 -3.188
H 1.350 -1.593 -2.696
H 0.554 0.910 -2.437
H 1.543 0.945 -1.000
H -1.099 -0.338 -2.865
H -0.627 -1.911 -2.285
H -3.083 -1.295 -2.832
H -3.187 -0.637 -1.233
H -4.017 -2.994 -1.562
H -2.887 -2.840 -0.228
H -1.722 1.567 -1.950
H 0.709 1.704 0.648
H -0.306 2.846 -0.202
H -1.036 1.668 2.514
H -3.056 2.735 2.268
H -2.661 3.138 0.595
H -2.206 4.228 1.908
H -0.210 3.737 3.130
H -2.687 0.422 1.246
H -0.970 -2.954 2.760
H -3.033 -2.449 2.047
H -1.609 -1.087 4.637
H -0.857 -3.459 0.255
H 0.991 0.835 3.072
*
```

A structure of composition C30H25GeN3O2Pd. Source: the OMol25 dataset; level of theory: wB97M-V/def2-TZVPD.

Output
- E_HOMO (alpha / beta) (eV) = -10.67 / -10.66
- ⟨S²⟩ = 0.7704
- gap between HOMO and LUMO (alpha / beta) (eV) = 5.1769 / 5.2730
- strongest force on any atom (Eh/bohr) = 0.0649
- energy relative to the best compared isomer or geometry (same formula, charge and spin) (kcal/mol) = 13.2

Structure (ORCA input):
```
! RIJCOSX wB97M-V def2-TZVPD def2/J DEFGRID3
* xyz 1 2
Pd -0.242 0.262 0.018
O -2.712 3.970 -0.194
C -2.495 4.378 1.060
C -3.415 5.252 1.643
C -3.237 5.693 2.935
C -2.130 5.291 3.682
C -1.221 4.416 3.138
C -1.403 3.925 1.837
C -0.551 2.864 1.331
O -0.619 2.466 0.125
N 0.274 2.270 2.211
N 0.821 1.177 1.804
C 1.746 0.464 2.351
C 2.195 -0.709 1.646
C 3.276 -1.468 2.114
C 3.734 -2.532 1.366
C 3.094 -2.832 0.167
C 2.020 -2.054 -0.230
N 1.581 -1.019 0.478
H -1.980 3.373 -0.466
H -4.257 5.564 1.047
H -3.978 6.340 3.379
H -1.999 5.659 4.686
H -0.364 4.076 3.699
H 2.225 0.747 3.285
H 3.752 -1.192 3.040
H 4.583 -3.111 1.699
H 3.420 -3.653 -0.447
H 1.490 -2.269 -1.153
C -3.406 0.734 1.858
Ge -2.562 -0.235 0.306
C -3.215 -2.116 0.228
C -4.025 -2.636 1.228
C -4.474 -3.942 1.152
C -4.103 -4.744 0.085
C -3.304 -4.228 -0.923
C -2.858 -2.920 -0.849
C -3.123 0.608 -1.453
C -2.100 1.026 -2.281
C -2.356 1.680 -3.490
C -3.650 1.897 -3.887
C -4.728 1.458 -3.095
C -6.065 1.661 -3.497
C -7.109 1.207 -2.732
C -6.852 0.523 -1.539
C -5.563 0.318 -1.117
C -4.466 0.790 -1.865
H -4.488 0.639 1.842
H -3.162 1.795 1.836
H -3.036 0.324 2.797
H -4.312 -2.014 2.065
H -5.110 -4.338 1.930
H -4.432 -5.771 0.041
H -3.024 -4.851 -1.759
H -2.231 -2.518 -1.638
H -1.039 0.855 -1.988
H -1.533 2.013 -4.105
H -3.860 2.397 -4.821
H -6.250 2.184 -4.422
H -8.127 1.372 -3.048
H -7.681 0.153 -0.955
H -5.368 -0.233 -0.208
*
```

Look up the strongest force on any atom of the first one. 0.1121 Eh/bohr

strongest force on any atom of number 1 (C32H60BaN2OP3)? 0.1121 Eh/bohr

Which of these has the highest strongest force on any atom? C32H60BaN2OP3